No. 1
{
  "formula": "C5H42N2O14",
  "method": "ωB97M-V/def2-TZVPD",
  "symbols": ["O", "O", "O", "O", "O", "O", "O", "O", "O", "O", "O", "O", "O", "O", "N", "N", "C", "C", "C", "C", "C", "H", "H", "H", "H", "H", "H", "H", "H", "H", "H", "H", "H", "H", "H", "H", "H", "H", "H", "H", "H", "H", "H", "H", "H", "H", "H", "H", "H", "H", "H", "H", "H", "H", "H", "H", "H", "H", "H", "H", "H", "H", "H"],
  "xyz": [[-3.92673, 2.21185, 0.26708], [-1.49037, -0.22591, -3.68673], [-5.04531, -0.46358, 0.16236], [4.30656, -0.78535, -1.36939], [3.31372, -2.87647, -2.29329], [-2.11385, 0.34212, 3.38279], [-2.57076, 0.91034, -1.57024], [-0.15742, 1.81984, -1.57377], [-2.87298, -2.75335, -2.44850], [1.07619, 3.88503, -0.67531], [1.08748, -0.02582, -3.25183], [-2.58266, 3.98737, 1.16240], [0.35510, -2.64171, -1.01948], [-1.78922, -2.27862, 0.31540], [1.71080, 0.10272, -0.09659], [-0.11514, 2.01684, 1.34437], [2.05044, -2.10666, 2.16904], [1.95300, 0.41041, 1.30606], [0.54009, 0.75497, 1.91829], [2.67755, -0.73115, 2.00585], [3.24929, -0.32691, 3.48516], [2.84165, -2.61192, -3.09164], [-2.84915, -3.38773, -1.71307], [-2.84262, 1.66343, -2.11222], [-3.17575, 0.77330, -0.82570], [2.59843, 1.29341, 1.45495], [-1.50652, -3.13073, 0.64924], [0.42464, -0.68391, -3.59344], [-3.00423, 0.23609, 3.05410], [1.48331, 0.99756, -0.54573], [2.90227, 0.65515, 3.74468], [-2.11936, 3.16444, 1.33473], [5.05213, -0.63778, -0.77653], [1.56969, -0.63566, -2.68145], [-1.12537, 1.69606, -1.55469], [-2.21877, 0.36104, -3.90907], [1.37112, -2.28673, 3.00996], [2.73498, -2.97052, 2.31507], [-3.50644, 2.77409, -0.37027], [-2.00167, -1.01705, -3.44549], [-1.50879, 0.91280, 2.92986], [-0.19632, -0.12254, 1.86945], [-4.11795, -0.76993, 0.17602], [0.28557, 3.62642, -1.20723], [0.04171, 0.91640, -1.91504], [3.54922, -1.11749, -0.85976], [0.24006, -3.59955, -1.17330], [-3.41728, -2.12171, -1.95994], [-5.09087, 0.40594, 0.56472], [0.58737, 0.84632, 3.03230], [1.52105, -2.59629, 1.32867], [-2.04925, 4.54296, 0.58993], [1.13295, -2.30722, -1.50177], [0.49492, 2.68586, 1.81185], [0.05309, 2.15953, 0.32848], [4.31395, -0.28874, 3.36207], [4.10562, -2.27636, -2.22637], [0.89899, -0.50996, -0.25101], [-4.01015, 2.53336, 1.15946], [-1.31170, -2.14272, -0.50722], [3.05698, -1.18885, 4.12534], [3.52822, -0.91690, 1.33173], [1.60848, 3.85020, -1.48534]],
  "atomic_forces_ev_per_a": [[-1.4353, -2.8148, -0.3912], [-0.7023, -0.6787, -0.3150], [0.5118, -0.7669, -0.3296], [0.1060, 0.5107, 0.2301], [-0.0496, 0.2845, 0.0077], [0.3503, -1.0732, 1.5308], [0.1564, -0.1899, -0.2781], [-0.0449, -1.1787, -0.1014], [-0.2809, 0.0160, 1.0308], [-0.6573, -0.0440, -1.5025], [-0.5070, -1.8308, 0.2687], [0.1195, 0.9339, 0.3773], [0.4579, 0.0965, -0.3558], [-0.9680, 0.4891, 0.3801], [-1.1806, 1.9161, 1.8593], [2.8866, -1.9079, 1.5735], [-1.2020, -2.3865, -0.5024], [0.7573, -0.7072, -1.0325], [-4.0596, -0.0996, 0.1462], [1.0432, -1.2723, 2.1425], [-0.2431, -1.0240, -2.8260], [0.4194, -0.1714, -0.2328], [0.4111, -0.4271, -0.5691], [-0.7526, -0.3923, 0.2651], [-0.3417, 0.7046, -0.1470], [-0.3710, -0.1401, -0.6644], [0.0882, -0.0728, 0.1480], [0.1742, 1.4742, -0.1396], [0.1138, 0.5009, -0.6578], [0.5365, -0.2759, -0.7566], [-0.3337, 0.1641, 0.7665], [0.6317, 0.1033, -0.1148], [-0.1284, 0.0128, 0.1049], [0.8466, 0.3571, 0.0028], [-0.1288, -0.0273, 0.4709], [0.2545, 0.2857, -0.2745], [-0.0548, 0.8478, 0.0501], [0.6666, 1.1342, 0.2012], [0.0409, 1.0707, 0.7839], [0.4037, -0.1878, 0.1067], [-0.7518, 0.6866, -0.8470], [1.2951, 0.8515, -0.7587], [-0.6651, 0.2651, 0.4202], [0.1119, 0.1237, 1.1780], [0.3573, 0.7667, -0.7694], [0.5635, 0.1390, 0.0447], [0.5743, 0.7129, -0.2360], [-0.2538, 0.5712, -0.5378], [0.2850, 0.1791, -0.1000], [0.7811, 0.3543, -0.7632], [-0.1002, 1.1056, -0.2683], [0.3450, 0.0424, 0.2001], [-0.1492, -1.1310, 0.0980], [-0.6522, 0.9004, -0.2834], [-0.5092, -0.3839, 0.4607], [0.6481, 0.2598, 0.1424], [-0.9963, -0.6470, -0.2919], [0.5314, -0.5081, 0.1819], [0.1883, 1.1082, -0.2820], [0.2128, -0.1141, -0.0675], [-0.3766, 0.7374, 0.3871], [-0.0009, 0.3907, 0.3062], [1.0271, 0.3566, 0.5298]],
  "s2": 0.755,
  "spin_multiplicity": 2,
  "largest_force_ev_per_a": 4.1,
  "mol_weight_g_mol": 354.391,
  "e_lumo_ev": [-2.74, -8.26],
  "charge": 1,
  "orbital_gap_ev": [11.03, 5.50]
}

---

No. 2
{
  "formula": "C20H10N6O4RbSSe",
  "method": "ωB97M-V/def2-TZVPD",
  "symbols": ["Rb", "Se", "S", "O", "O", "O", "O", "N", "N", "N", "N", "N", "N", "C", "C", "C", "C", "C", "C", "C", "C", "C", "C", "C", "C", "C", "C", "C", "C", "C", "C", "C", "C", "H", "H", "H", "H", "H", "H", "H", "H", "H", "H"],
  "xyz": [[-1.76363, -1.47743, -0.35369], [-2.17546, -1.55387, -5.56466], [6.75283, -0.45642, -0.52237], [-3.08495, -1.07510, 4.14367], [-1.95287, 1.48300, -1.38926], [-2.40356, -1.80551, 2.12240], [-3.09140, 3.40042, -1.23734], [0.84038, -0.75768, -1.76237], [5.68701, -0.49142, -1.73755], [-2.64449, -2.63737, -2.80579], [5.73998, -0.55533, 0.73412], [0.89842, -0.81212, 0.95878], [-2.89635, 0.71531, 1.09987], [4.51816, -0.60851, 0.23183], [2.07157, -0.73247, 0.32016], [0.77509, -0.76019, -3.08506], [-2.49820, -2.23919, -3.88835], [-2.89820, -0.97704, 2.92229], [3.27296, -0.75957, 2.40004], [4.48677, -0.57174, -1.18822], [3.14471, -0.62300, -3.30510], [1.90834, -0.69322, -3.90096], [0.89670, -0.88904, 2.28035], [2.06431, -0.86094, 3.04777], [-4.41632, 2.50233, 2.57876], [3.28511, -0.69903, 1.00701], [-3.98082, 2.84595, 1.30292], [-2.67613, 2.20100, -0.75702], [-4.06868, 1.27279, 3.09409], [3.22108, -0.62659, -1.91163], [-3.22042, 1.91665, 0.61925], [-3.30714, 0.38874, 2.32392], [2.03946, -0.69885, -1.17513], [-5.01225, 3.19491, 3.16030], [-0.07863, -0.99673, 2.74575], [-2.70015, 3.44698, -2.12074], [-0.21160, -0.82570, -3.53458], [4.05432, -0.57085, -3.88976], [1.78674, -0.70596, -4.97511], [-4.21981, 3.79924, 0.85629], [1.99970, -0.92306, 4.12519], [-4.35103, 0.94928, 4.08580], [4.20846, -0.73269, 2.94415]],
  "atomic_forces_ev_per_a": [[0.2461, -0.0813, -0.6909], [-0.0988, -0.2010, 0.4315], [0.0982, -0.0507, -0.0059], [-0.0280, 0.0244, 0.0097], [-0.0159, -0.0930, 0.0590], [-0.1745, 0.1641, 0.5715], [0.0974, -0.1911, 0.0038], [-0.0472, -0.0871, -0.0427], [-0.0699, 0.0445, 0.0249], [-0.1050, -0.0950, -0.1776], [-0.0683, 0.0441, -0.0176], [0.0605, -0.1431, 0.0341], [-0.1657, 0.1165, 0.3229], [-0.1843, -0.0290, 0.2799], [-0.1943, 0.0435, -0.3862], [0.0283, 0.0278, 0.0889], [0.2254, 0.2624, -0.4214], [0.1323, -0.1828, 0.0847], [-0.0171, 0.0047, 0.0810], [-0.1816, -0.0154, -0.2683], [-0.0170, 0.0118, -0.0900], [-0.0325, -0.0004, -0.0020], [-0.0288, 0.0161, -0.0594], [-0.0383, 0.0073, -0.0132], [0.0021, 0.0315, -0.0430], [0.3818, 0.0243, -0.0752], [-0.0611, 0.0223, 0.1124], [-0.2193, 0.1456, 0.2732], [0.0110, -0.0794, 0.0674], [0.3695, 0.0105, 0.0676], [0.1981, -0.1059, -0.3152], [-0.0081, 0.2027, -0.1395], [-0.1440, 0.0111, 0.3802], [-0.0037, 0.0092, -0.0179], [-0.0012, 0.0089, -0.0055], [-0.0135, 0.1215, -0.1100], [0.0133, 0.0072, 0.0069], [0.0115, -0.0018, 0.0251], [0.0094, -0.0042, -0.0016], [0.0114, -0.0024, -0.0130], [0.0170, -0.0035, -0.0008], [-0.0034, 0.0085, -0.0021], [0.0082, -0.0029, -0.0260]],
  "spin_multiplicity": 1,
  "relative_energy_kcal_mol": 2.77,
  "largest_force_ev_per_a": 0.7,
  "mol_weight_g_mol": 594.833,
  "e_lumo_ev": 1.38,
  "charge": -1,
  "orbital_gap_ev": 5.86
}

---

No. 3
{
  "formula": "C4H7NO2",
  "method": "ωB97M-V/def2-TZVPD",
  "symbols": ["O", "O", "N", "C", "C", "C", "C", "H", "H", "H", "H", "H", "H", "H"],
  "xyz": [[1.76329, 1.62636, 0.04325], [-2.21158, 1.34352, -0.40067], [2.06020, -0.61727, -0.09737], [1.27754, 0.50379, 0.04929], [-0.18063, 0.26051, 0.12156], [-0.77944, -1.11309, 0.32721], [-0.94916, 1.36467, 0.07674], [-0.62623, 2.34110, 0.42516], [-0.40782, -1.47451, 1.29536], [-0.55028, -1.88348, -0.41934], [3.00893, -0.42933, -0.38647], [1.65744, -1.48406, -0.41912], [-2.19278, 0.61669, -1.04018], [-1.86949, -1.05490, 0.42458]],
  "atomic_forces_ev_per_a": [[0.0099, -0.3657, 0.1850], [-0.1329, -0.1835, 0.0727], [0.0969, 0.0222, -0.0208], [0.1131, 0.2075, 0.0797], [-0.0939, 0.1969, 0.1616], [0.0170, -0.0889, -0.0607], [0.2881, -0.0616, -0.0274], [0.1759, -0.0500, -0.4820], [-0.0406, -0.0773, -0.2075], [0.0054, 0.2056, -0.0212], [-0.0821, -0.0400, 0.0634], [0.0091, 0.1598, 0.1383], [-0.5744, 0.0737, 0.2017], [0.2085, 0.0015, -0.0829]],
  "spin_multiplicity": 1,
  "relative_energy_kcal_mol": 26.27,
  "largest_force_ev_per_a": 0.6,
  "mol_weight_g_mol": 101.105,
  "e_lumo_ev": 0.57,
  "charge": 0,
  "orbital_gap_ev": 9.48,
  "smiles": "C/C(=C\\O)C(N)=O"
}